# 1
The following is a DFT calculation (ωB97M-V/def2-TZVPD) of a 2-piece molecular cluster, H3N4O2 overall.

Summary:
HOMO energy   -3.098 eV
F_max   0.065 hartree/bohr
LUMO   0.1529 hartree
Net charge   -1
Energy relative to the best compared isomer or geometry (same formula, charge and spin)   41.7 kcal/mol
Orbital gap   7.26 eV
E_tot   -371.1170 Ha

Last column: natural (NBO) charge in e.
CARTESIAN COORDINATES (ANGSTROEM)
N -0.9322 0.7016 -0.4053  -0.103
N 1.4847 -0.9694 -0.3735  -0.195
N 2.0412 -0.0901 0.2531  -0.437
N -0.8528 -0.5186 -0.2252  0.109
O -1.8257 -1.2313 0.0817  -0.650
O -2.2704 1.2637 -0.1279  -0.699
H 2.4132 0.8337 -0.1672  0.268
H 2.7005 -0.3091 1.0837  0.256
H -2.7584 0.3196 -0.1193  0.451

Cartesian forces (eV/Å) of the 2 atoms listed first:
-0.1 1.5 0.3
0.0 -0.1 -0.3


# 2
The following is a DFT calculation (ωB97M-V/def2-TZVPD) of a 2-piece molecular cluster, H3NO2Si overall.

Summary:
HOMO energy (alpha / beta)   -9.255 / -9.255 eV
F_max   0.076 hartree/bohr
LUMO (alpha / beta)   -0.0229 / -0.0229 hartree
Energy relative to the best compared isomer or geometry (same formula, charge and spin)   20.7 kcal/mol
Orbital gap (alpha / beta)   8.63 / 8.63 eV
E_tot   -496.3873 Ha

Last column: natural (NBO) charge in e.
CARTESIAN COORDINATES (ANGSTROEM)
N -0.7049 1.7245 -1.5736  -0.024
O -1.8582 1.3790 -1.3048  -0.259
O 1.0361 -0.7129 -0.1206  -1.156
Si 0.6274 -0.9991 1.3025  1.564
H -0.6331 -1.7532 1.4353  -0.205
H 1.6605 -0.7233 2.3653  -0.203
H -0.1277 1.0850 -2.1040  0.283

Cartesian forces (eV/Å) of the 2 atoms listed first:
-2.8 1.8 2.0
3.1 -0.1 -1.2